1.
This record from the OMol25 dataset describes C26H30ClMnN6OS2 as an isolated structure at a distorted geometry. The level of theory is ωB97M-V with the def2-TZVPD basis set.

Structure (ORCA input):
```
! wB97M-V def2-TZVPD RIJCOSX def2/J DEFGRID3
* xyz 1 2
Mn -0.032 0.244 -0.643
Cl 5.591 -0.877 4.721
S -1.260 -1.874 0.021
S 0.296 0.355 -3.234
O 3.167 0.511 -1.265
N -2.706 -3.574 -1.569
N 1.558 -1.195 -0.877
N -1.508 1.592 -0.246
N 0.342 0.451 1.337
N 1.352 1.973 -0.845
N -3.935 -2.215 -0.453
C -4.784 -3.049 -1.161
C 1.326 1.852 -3.317
C 5.484 -0.472 2.018
C -3.362 1.806 2.951
C 3.383 -0.569 3.225
C -3.675 2.503 -0.686
C 2.937 -0.752 -0.665
C -0.833 0.889 1.944
C -4.348 -1.148 0.446
C -2.405 2.067 -1.087
C -3.995 2.435 0.641
C -3.072 1.916 1.573
C 4.716 -0.671 3.237
C 1.514 -0.994 -3.341
C 1.382 -1.915 -2.147
C 1.125 2.718 -2.087
C 1.357 0.079 2.172
C -2.414 1.267 3.772
C 2.752 1.660 -0.567
C 2.619 -0.389 1.985
C -1.176 0.809 3.285
C -4.014 -3.908 -1.857
C -1.822 1.480 1.082
C -2.655 -2.542 -0.704
C 3.393 -0.914 0.779
C 4.853 -0.510 0.848
H 0.098 3.084 -2.063
H 1.157 0.240 3.224
H 3.407 2.464 -0.915
H -5.365 -1.346 0.775
H -4.277 -4.709 -2.523
H -0.502 0.370 4.003
H 3.599 -1.408 -1.242
H -4.965 2.767 0.994
H 3.386 -2.011 0.921
H 6.538 -0.244 2.092
H 0.991 2.519 -0.069
H -4.305 -0.189 -0.066
H -5.853 -2.958 -1.100
H -3.677 -1.123 1.302
H 2.868 1.538 0.509
H 0.383 -2.349 -2.129
H 2.361 1.536 -3.425
H 2.107 -2.732 -2.242
H -2.611 1.178 4.833
H 2.848 -0.560 4.167
H 2.502 -0.543 -3.402
H -4.366 2.890 -1.421
H 1.788 3.589 -2.161
H 1.328 -1.550 -4.258
H 1.040 2.408 -4.208
H -2.099 2.146 -2.124
H -1.883 -4.059 -1.882
H -4.319 2.142 3.327
H 5.374 -0.297 -0.078
H 1.297 -1.827 -0.123
*
```

Summary:
Energy relative to the best compared isomer or geometry (same formula, charge and spin) in kcal/mol: 41.3
HOMO (spin up / spin down) in Eh: -0.326 / -0.327

---

2.
This record from the OMol25 dataset describes a 2-piece molecular cluster, C26H30F3N3O2S overall at a distorted geometry. The level of theory is ωB97M-V with the def2-TZVPD basis set.

Structure (ORCA input):
```
! wB97M-V def2-TZVPD RIJCOSX def2/J DEFGRID3
* xyz 0 1
S -1.043 0.929 2.244
F -3.316 1.811 3.390
F -3.483 -0.114 2.324
F -3.282 1.782 1.182
O 1.554 0.893 3.802
O -1.337 3.893 3.594
N -0.379 -0.636 -2.330
N 0.746 -1.259 -0.516
N -0.666 1.635 3.911
C 1.457 -1.924 -1.629
C -0.127 -0.343 -1.013
C 3.505 -1.649 4.441
C 2.393 -0.409 1.075
C 0.696 2.038 5.813
C -2.855 1.108 2.313
C 3.246 -0.667 2.146
C -2.604 1.180 -5.480
C -2.537 -0.206 -5.329
C 0.618 1.369 4.428
C -1.331 1.379 -3.387
C -1.894 -0.815 -4.250
C -0.425 3.067 5.767
C 1.302 -2.557 1.483
C 2.935 -1.674 3.060
C -0.624 2.212 -2.377
C 0.464 -3.712 1.046
C -1.932 -2.308 -4.170
C -1.252 -0.020 -3.274
C 1.403 -1.360 0.751
C -1.996 1.953 -4.485
C 2.039 -2.666 2.661
C -3.256 1.808 -6.681
C -0.928 2.994 4.311
C 0.664 -1.533 -2.841
C 2.587 0.853 0.296
H 0.569 1.347 6.670
H 4.118 -0.032 2.318
H 0.232 -2.428 -3.273
H -3.853 1.081 -7.243
H -0.860 3.267 -2.535
H -0.509 -3.425 0.623
H -3.917 2.631 -6.385
H 0.281 -4.333 1.937
H 2.721 -1.507 5.199
H 2.823 1.667 1.002
H 1.908 -3.554 3.279
H -2.185 -2.683 -3.168
H -0.993 -2.765 -4.513
H 0.996 -4.355 0.325
H -0.901 1.906 -1.358
H -2.026 3.038 -4.579
H -0.085 4.092 5.962
H 1.454 -3.006 -1.480
H 1.694 2.484 5.928
H 4.215 -0.823 4.538
H 4.029 -2.582 4.673
H 3.425 0.774 -0.422
H -2.517 2.231 -7.377
H 2.496 -1.571 -1.686
H -3.002 -0.847 -6.073
H -1.185 2.803 6.524
H 0.470 2.117 -2.464
H -2.699 -2.673 -4.864
H 1.290 -1.029 -3.592
H 1.672 1.124 -0.245
*
```

Summary:
Energy relative to the best compared isomer or geometry (same formula, charge and spin) in kcal/mol: 0.0
HOMO in Eh: -0.292

---

3.
This record from the OMol25 dataset describes a 5-piece molecular cluster, C26H30F4IN5O2S overall. The level of theory is ωB97M-V with the def2-TZVPD basis set.

Structure (ORCA input):
```
! wB97M-V def2-TZVPD RIJCOSX def2/J DEFGRID3
* xyz 0 1
I 0.124 1.003 -1.334
S 1.053 1.507 2.661
F 5.530 0.568 4.433
F 0.692 -0.023 2.668
F 4.294 -0.900 3.429
F 6.383 -0.673 2.875
O 0.057 2.126 1.873
O 1.266 1.839 4.022
N -2.715 0.769 -3.262
N -3.202 -1.454 0.972
N 5.040 -5.455 4.082
N -6.389 3.128 -7.550
N 2.478 1.447 1.847
C -4.097 -2.575 3.360
C 5.447 -3.369 5.189
C -2.574 -1.224 2.123
C 2.153 0.934 -0.642
C -3.210 -0.534 -5.208
C 5.899 -4.033 6.317
C -5.588 3.374 -5.305
C -5.929 2.611 -6.413
C 4.890 1.018 2.194
C -2.827 0.511 -6.033
C -6.525 4.451 -7.608
C 5.477 -6.079 5.173
C -4.276 -2.238 1.009
C -6.213 5.301 -6.558
C 3.668 1.844 2.626
C 5.915 -5.419 6.312
C -2.385 1.688 -5.450
C -3.137 -0.355 -3.834
C 2.476 1.958 0.460
C -4.764 -2.820 2.170
C 5.280 0.004 3.234
C 5.030 -4.124 4.103
C -2.978 -1.760 3.337
C 2.563 -0.497 -0.302
C -2.345 1.764 -4.066
C -5.733 4.749 -5.380
H 3.506 2.273 0.281
H -5.215 2.895 -4.409
H 6.258 -5.981 7.170
H -4.772 -2.410 0.060
H 3.870 2.904 2.466
H -5.477 5.378 -4.538
H -2.425 -1.539 4.240
H -3.431 -1.149 -3.157
H -1.704 -0.578 2.066
H 2.308 -0.761 0.722
H -6.344 6.369 -6.664
H 5.476 -7.163 5.132
H 4.669 -3.637 3.203
H -2.876 0.414 -7.110
H -2.004 2.670 -3.575
H 2.724 1.252 -1.511
H 3.460 1.684 3.677
H 1.857 2.849 0.375
H 5.755 1.643 1.985
H 2.066 -1.205 -0.960
H 4.641 0.440 1.305
H -5.823 1.532 -6.388
H -4.445 -3.011 4.288
H 3.640 -0.624 -0.445
H -5.643 -3.449 2.138
H 5.419 -2.290 5.154
H -2.084 2.534 -6.052
H 6.233 -3.481 7.186
H -3.561 -1.472 -5.617
H -6.904 4.849 -8.543
*
```

Summary:
SMILES string: C[C@@H](I)CN(CCC(F)(F)F)S(=O)(=O)F.c1ccncc1.c1ccncc1.c1ccncc1.c1ccncc1
HOMO in Eh: -0.336

---

4.
This record from the OMol25 dataset describes C26H30IrN9OSb as an isolated structure. The level of theory is ωB97M-V with the def2-TZVPD basis set.

Structure (ORCA input):
```
! wB97M-V def2-TZVPD RIJCOSX def2/J DEFGRID3
* xyz 4 6
Ir -0.751 -0.145 0.167
Sb 2.100 0.605 -1.647
O -0.417 -0.701 2.191
N 1.898 -0.587 2.263
N 0.480 -1.822 -0.563
N 2.229 -0.929 4.488
N -1.004 0.410 -1.934
N -5.547 -0.894 2.746
N 0.319 1.756 0.588
N -3.053 -0.548 1.434
N 4.097 -0.641 3.109
N -4.685 -2.684 3.836
C 0.125 1.306 -3.842
C -1.262 -3.501 -0.101
C 0.722 -0.749 2.801
C 0.133 -3.121 -0.489
C -5.365 0.058 1.886
C -4.115 0.232 1.205
C -1.533 2.562 1.973
C 2.909 -1.130 5.769
C -1.087 1.418 -4.522
C -0.147 2.701 1.434
C -2.233 0.971 -3.906
C -3.425 -0.135 -2.037
C 1.533 1.848 0.029
C 2.798 -0.720 3.310
C -4.482 -1.707 2.980
C 0.795 -0.997 4.287
C 2.627 -2.374 -1.380
C 1.064 -4.098 -0.823
C -3.209 -1.515 2.328
C 0.147 0.808 -2.559
C 1.931 3.877 1.228
C 0.663 3.776 1.769
C 1.680 -1.434 -1.024
C 2.320 -3.728 -1.256
C 2.370 2.906 0.334
C -2.177 0.444 -2.619
H 2.201 -0.940 6.571
H 4.766 -0.766 3.853
H -1.119 1.825 -5.525
H 3.586 -2.066 -1.777
H -2.353 -2.140 2.554
H -3.186 1.002 -4.418
H 0.283 4.536 2.438
H -3.978 -3.367 4.089
H 0.389 -1.975 4.557
H -1.765 -3.969 -0.950
H -5.609 -2.773 4.263
H -4.014 1.023 0.475
H 4.450 -0.479 2.181
H 3.342 2.991 -0.134
H 2.566 4.719 1.475
H -1.587 1.751 2.702
H -3.805 -0.921 -2.692
H -4.210 0.621 -1.962
H 0.264 -0.228 4.854
H 3.286 -2.149 5.856
H -1.856 -2.634 0.191
H -6.195 0.725 1.678
H -2.229 2.371 1.153
H -3.242 -0.582 -1.064
H 1.046 1.609 -4.325
H 3.049 -4.481 -1.529
H -1.259 -4.229 0.711
H -1.853 3.480 2.461
H 0.782 -5.141 -0.760
H 3.725 -0.416 5.873
*
```

Summary:
Energy relative to the best compared isomer or geometry (same formula, charge and spin) in kcal/mol: 57.0
HOMO (spin up / spin down) in Eh: -0.701 / -0.735

---

no.,electronic energy (Eh)
1,-3819.9243
2,-2021.2270
3,-2528.3331
4,-1919.8680